*w*
Formula: CH2O3P2
Source: the Open Molecules 2025 dataset
Level of theory: the ωB97M-V functional and the def2-TZVPD basis

The calculation puts the HOMO energy at -10.47 eV.

ORCA input file:
```
! wB97M-V def2-TZVPD RIJCOSX def2/J DEFGRID3
* xyz 0 1
P 1.470 1.635 -0.033
P 1.905 -0.802 -0.205
O 2.211 -1.960 0.628
O 2.712 -0.208 -1.292
O 2.383 1.199 1.015
C 0.339 0.148 0.062
H -0.254 0.102 -0.800
H -0.417 0.086 0.932
*
```

*x*
Formula: CH2O3P2
Source: the Open Molecules 2025 dataset
Level of theory: the ωB97M-V functional and the def2-TZVPD basis

The calculation puts the HOMO energy at -9.81 eV.

ORCA input file:
```
! wB97M-V def2-TZVPD RIJCOSX def2/J DEFGRID3
* xyz 0 1
P 0.110 -1.460 -1.083
P 0.191 0.275 1.465
O 0.731 -0.454 0.080
O 1.319 0.293 2.373
O -0.849 1.674 -0.665
C 0.029 1.615 0.048
H -1.082 -1.636 -0.399
H -0.449 -0.307 -1.820
*
```

Which of them is least stable? Easy: *x*.

*w*
Formula: C4H13N2O
Source: the Open Molecules 2025 dataset
Level of theory: the ωB97M-V functional and the def2-TZVPD basis

The calculation puts the HOMO energy (alpha / beta) at -2.96 / -8.21 eV.

ORCA input file:
```
! wB97M-V def2-TZVPD RIJCOSX def2/J DEFGRID3
* xyz 0 2
O 1.312 3.307 -2.085
N -0.973 0.626 -0.649
N 1.972 -0.206 1.411
C 0.075 -1.557 0.871
C -1.447 -0.838 -0.804
C 0.689 -0.616 1.641
C -1.420 -1.592 0.548
H 1.331 4.182 -1.695
H 0.631 -2.381 0.463
H -0.868 -1.333 -1.577
H -2.023 -1.124 1.380
H 0.181 -0.100 2.509
H 0.050 0.599 -0.552
H 2.546 -0.803 0.789
H -1.300 1.105 0.253
H -1.302 1.093 -1.520
H -1.723 -2.688 0.420
H 2.474 0.128 2.178
H -2.359 -0.832 -1.335
H 2.154 3.030 -2.246
*
```

*x*
Formula: C4H13N2O
Source: the Open Molecules 2025 dataset
Level of theory: the ωB97M-V functional and the def2-TZVPD basis

The calculation puts the HOMO energy (alpha / beta) at -4.77 / -8.63 eV.

ORCA input file:
```
! wB97M-V def2-TZVPD RIJCOSX def2/J DEFGRID3
* xyz 0 2
O -1.111 2.366 -2.061
N -0.076 -1.356 -0.200
N 1.297 0.236 -1.406
C 0.857 -1.068 -1.189
C -0.826 -0.331 0.523
C 0.209 -0.815 2.802
C -0.086 0.243 1.738
H 0.844 0.689 1.403
H 0.053 -2.212 0.312
H 0.289 -0.327 3.779
H 1.363 0.927 -0.677
H 1.328 -1.868 -1.728
H -1.767 -0.770 0.851
H 1.467 0.576 -2.333
H -1.004 0.451 -0.210
H 1.108 -1.393 2.600
H -1.103 1.910 -2.908
H -1.518 3.222 -2.247
H -0.734 1.001 2.184
H -0.635 -1.501 2.920
*
```

Which of them is least stable? Easy: *w*.

*w*
Formula: C4H13N2O
Source: the Open Molecules 2025 dataset
Level of theory: the ωB97M-V functional and the def2-TZVPD basis

The calculation puts the HOMO energy (alpha / beta) at -2.99 / -8.92 eV.

ORCA input file:
```
! wB97M-V def2-TZVPD RIJCOSX def2/J DEFGRID3
* xyz 0 2
O -1.542 -0.134 2.222
N 2.070 0.773 0.285
N 0.708 -1.456 -0.922
C -1.838 -0.989 -0.953
C 0.998 1.430 -0.447
C -0.257 0.740 0.003
C -0.645 -0.533 -0.577
H 0.782 2.566 -0.219
H 3.051 1.029 -0.086
H -2.712 -0.381 -0.609
H 1.093 1.184 -1.612
H 1.182 -0.996 -1.751
H -1.223 1.413 -0.101
H -2.020 -0.874 2.075
H 1.235 -1.405 -0.056
H -0.126 0.857 1.169
H -1.998 -1.922 -1.455
H -1.377 -0.157 3.060
H 0.473 -2.427 -1.145
H 2.147 1.282 1.119
*
```

*x*
Formula: C4H13N2O
Source: the Open Molecules 2025 dataset
Level of theory: the ωB97M-V functional and the def2-TZVPD basis

The calculation puts the HOMO energy (alpha / beta) at -4.08 / -8.27 eV.

ORCA input file:
```
! wB97M-V def2-TZVPD RIJCOSX def2/J DEFGRID3
* xyz 0 2
O -1.790 1.703 2.553
N 0.834 1.202 1.894
N 0.977 0.334 -0.395
C -0.706 -1.143 -1.510
C 1.540 0.645 0.837
C -0.421 0.186 -0.722
C 0.516 -2.007 -1.763
H -2.663 1.628 2.954
H -0.171 1.177 1.987
H -1.426 -1.717 -0.928
H 0.235 -2.769 -2.501
H 1.628 0.353 -1.160
H 0.930 -2.494 -0.885
H 2.597 0.479 0.960
H -1.886 2.315 1.811
H -0.970 0.055 0.211
H -1.161 -0.906 -2.459
H 1.392 1.379 2.706
H 1.294 -1.505 -2.344
H -0.748 1.086 -1.246
*
```

Which of them is least stable? Easy: *w*.

*w*
Formula: H2NO2S
Source: the Open Molecules 2025 dataset
Level of theory: the ωB97M-V functional and the def2-TZVPD basis

The calculation puts the HOMO energy (alpha / beta) at -2.39 / -2.38 eV.

ORCA input file:
```
! wB97M-V def2-TZVPD RIJCOSX def2/J DEFGRID3
* xyz -1 1
S 1.682 -0.428 0.153
O -0.908 -0.861 -0.383
O 1.083 1.024 -0.182
N -1.008 0.493 -0.329
H -0.940 0.705 0.720
H 0.091 -0.933 0.022
*
```

*x*
Formula: H2NO2S
Source: the Open Molecules 2025 dataset
Level of theory: the ωB97M-V functional and the def2-TZVPD basis

The SMILES is N=[S@H](=O)[O-]. The calculation puts the HOMO energy at -4.25 eV.

ORCA input file:
```
! wB97M-V def2-TZVPD RIJCOSX def2/J DEFGRID3
* xyz -1 1
S 0.328 -0.036 -0.162
O 1.588 -0.790 -0.326
O 0.532 1.387 0.208
N -0.687 -0.774 0.836
H -1.464 0.008 1.056
H -0.298 0.205 -1.612
*
```

Which of them is least stable? Easy: *w*.